1.
Molecular formula: CH5NO3S
Method: DFT, wB97M-V/def2-TZVPD

Last columns: bonded neighbours and bond lengths (Å).
Atoms and positions in Å:
1 C -1.522 0.583 0.391  N2 1.250, H7 1.081, H8 1.097
2 N -0.409 0.117 0.064  C1 1.250, H9 1.000
3 O 3.362 -1.361 -0.505  S6 1.659, H10 0.996
4 O 2.307 0.784 -0.081  S6 1.682, H11 0.987
5 O 1.370 -0.611 -1.960  S6 1.469
6 S 2.663 -0.168 -1.422  O3 1.659, O4 1.682, O5 1.469
7 H -1.681 1.574 0.792  C1 1.081
8 H -2.461 0.035 0.245  C1 1.097
9 H -0.551 -0.707 -0.484  N2 1.000
10 H 3.117 -2.069 0.152  O3 0.996
11 H 1.321 0.822 -0.090  O4 0.987

E_HOMO   -0.37887 Eh
Net charge   0
E_LUMO   0.8 eV
Electronic energy   -19584.180 eV
2S+1   1

These are the natural (NBO) partial charges, in e, on atoms 1 to 2: 0.00 -0.63


2.
Molecular formula: CH5NO3S
Method: DFT, wB97M-V/def2-TZVPD

Last columns: bonded neighbours and bond lengths (Å).
Atoms and positions in Å:
1 C 0.337 0.062 0.779  O5 1.387, S6 1.844, H7 1.095, H8 1.095
2 N -0.105 0.507 -1.910  S6 1.666, H9 1.004, H10 1.004
3 O 2.214 0.626 -1.029  S6 1.424
4 O 0.584 2.407 -0.466  S6 1.424
5 O 1.171 0.508 1.795  C1 1.387, H11 0.966
6 S 0.894 1.035 -0.685  C1 1.844, N2 1.666, O3 1.424, O4 1.424
7 H 0.473 -0.998 0.546  C1 1.095
8 H -0.717 0.299 0.954  C1 1.095
9 H -1.068 0.777 -1.835  N2 1.004
10 H 0.043 -0.437 -2.218  N2 1.004
11 H 0.970 0.061 2.628  O5 0.966

E_HOMO   -0.40809 Eh
Net charge   0
SMILES string   NS(=O)(=O)CO
E_LUMO   0.3 eV
Electronic energy   -19584.924 eV
2S+1   1

These are the natural (NBO) partial charges, in e, on atoms 1 to 2: -0.30 -1.08